Entry from the Open Molecules 2025 dataset: 3 unconnected molecules or ions with the total composition C5H17NO2 at a distorted geometry (wB97M-V/def2-TZVPD).

- E: -11045.4982 eV
- SMILES: CC(C)CCN.O.O

Each line ends with the Mulliken charge.
Atoms and positions in Å:
C1 0.935 0.056 2.473  -1.430
C2 -0.123 -0.351 1.418  1.267
C3 -1.307 -1.012 2.114  -1.605
C4 0.441 -1.168 0.255  -0.776
C5 -0.513 -1.191 -0.943  -0.817
N1 -0.896 0.081 -1.536  -0.398
H1 0.635 -0.288 3.464  0.378
H2 1.895 -0.425 2.296  0.365
H3 1.148 1.117 2.550  0.295
H4 -0.487 0.620 1.056  -0.025
H5 -1.854 -0.376 2.793  0.386
H6 -2.059 -1.407 1.421  0.360
H7 -0.930 -1.854 2.708  0.374
H8 1.325 -0.597 -0.032  0.336
H9 0.704 -2.175 0.588  0.361
H10 -0.009 -1.682 -1.765  0.347
H11 -1.412 -1.752 -0.689  0.347
H12 -1.513 0.669 -0.994  0.230
H13 -0.136 0.638 -1.913  0.097
O1 0.081 1.327 -4.997  -0.636
H14 0.392 1.520 -4.110  0.318
H15 -0.461 2.069 -5.286  0.317
O2 1.652 2.292 -0.478  -0.664
H16 1.463 1.352 -0.610  0.240
H17 1.030 2.538 0.217  0.335

Entry from the Open Molecules 2025 dataset: 3 unconnected molecules or ions with the total composition C3H12O3S at a distorted geometry (wB97M-V/def2-TZVPD).

- E: -20280.9938 eV
- SMILES: OCCCS.O.O

Each line ends with the Mulliken charge.
Atoms and positions in Å:
O1 -1.523 -1.397 1.258  -0.560
C1 -2.941 -0.879 1.257  -0.358
C2 -3.159 0.318 0.333  -0.658
C3 -2.222 0.257 -0.919  -0.327
S1 -2.216 1.794 -1.824  -0.248
H1 -0.888 -0.779 1.658  0.300
H2 -3.492 -1.792 1.026  0.304
H3 -3.199 -0.482 2.368  0.241
H4 -4.234 0.484 -0.086  0.323
H5 -2.903 1.239 1.041  0.306
H6 -2.762 -0.782 -1.452  0.234
H7 -1.239 -0.194 -0.474  0.316
H8 -1.606 1.442 -2.966  0.128
O2 6.300 -2.025 0.487  -0.625
H9 6.518 -2.861 0.069  0.305
H10 6.132 -2.133 1.511  0.333
O3 5.539 0.711 0.764  -0.627
H11 5.596 0.764 1.705  0.300
H12 4.942 -0.103 0.677  0.314

Entry from the Open Molecules 2025 dataset: a molecular structure, C34H48F5GaN5O4S2Si (wB97M-V/def2-TZVPD).

- Net charge: +1
- E: -147192.6467 eV

Each line ends with the Mulliken charge.
Atoms and positions in Å:
Ga1 -0.145 -0.108 0.534  0.454
F1 -6.249 2.507 -0.924  -0.311
C1 -5.224 1.989 -0.254  0.672
C2 -3.937 2.104 -0.750  -0.024
F2 -3.711 2.739 -1.901  -0.362
C3 -2.889 1.546 -0.049  -0.422
F3 -1.653 1.652 -0.587  -0.304
C4 -3.060 0.856 1.136  1.132
S1 -1.760 0.128 2.075  -0.634
C5 -4.360 0.776 1.622  0.021
F4 -4.596 0.155 2.780  -0.348
C6 -5.432 1.326 0.942  0.263
F5 -6.663 1.217 1.434  -0.301
N1 -2.047 7.473 4.780  -0.352
C7 -1.165 7.291 3.791  -0.112
S2 -0.029 8.399 3.360  -0.317
C8 -1.255 5.964 3.109  0.542
C9 -1.176 5.877 1.727  -0.831
C10 -1.221 4.624 1.141  -0.593
N2 -1.326 3.483 1.826  0.424
C11 -1.407 3.579 3.151  -0.289
C12 -1.382 4.787 3.834  -0.868
H1 -2.039 8.344 5.285  0.219
H2 -2.767 6.799 4.980  0.222
H3 -1.072 6.773 1.131  0.475
H4 -1.154 4.526 0.062  0.533
H5 -1.497 2.642 3.691  0.521
H6 -1.413 4.796 4.917  0.457
C13 4.817 -0.083 2.152  -1.712
C14 4.259 -0.757 0.888  2.409
C15 4.457 0.150 -0.340  -1.387
C16 4.919 -2.121 0.669  -1.578
C17 2.806 -0.913 1.076  -0.317
N3 1.678 -0.943 1.272  -0.183
H7 5.867 0.151 1.980  0.456
H8 4.744 -0.743 3.016  0.390
H9 4.285 0.845 2.370  0.274
H10 5.500 0.092 -0.649  0.463
H11 4.220 1.188 -0.099  0.225
H12 3.827 -0.165 -1.174  0.202
H13 5.999 -1.976 0.647  0.480
H14 4.609 -2.557 -0.279  0.174
H15 4.680 -2.818 1.473  0.438
C18 -1.737 -3.289 2.178  -1.801
C19 -1.183 -3.636 0.808  1.391
C20 -2.268 -4.259 -0.056  -1.342
C21 0.001 -4.583 0.962  -1.407
O1 -0.741 -2.387 0.191  1.222
Si1 -0.145 -2.143 -1.362  -1.793
O2 0.148 -0.539 -1.202  0.482
O3 -1.170 -2.518 -2.544  0.277
C22 -2.112 -1.762 -3.332  1.869
C23 -1.355 -0.729 -4.157  -1.441
C24 -2.809 -2.768 -4.230  -1.936
C25 -3.111 -1.085 -2.401  -1.737
O4 1.199 -3.050 -1.461  0.491
C26 1.883 -3.744 -2.529  1.435
C27 0.908 -4.567 -3.363  -1.544
C28 2.589 -2.708 -3.390  -1.313
C29 2.877 -4.673 -1.848  -1.568
H16 -1.987 -4.209 2.707  0.531
H17 -2.634 -2.675 2.101  0.265
H18 -0.997 -2.743 2.766  0.288
H19 -2.637 -5.168 0.421  0.509
H20 -1.891 -4.519 -1.046  0.153
H21 -3.104 -3.567 -0.175  0.202
H22 -0.321 -5.473 1.502  0.527
H23 0.803 -4.101 1.525  0.245
H24 0.399 -4.886 -0.004  0.108
H25 -0.643 -1.225 -4.820  0.318
H26 -0.810 -0.047 -3.503  0.044
H27 -2.050 -0.151 -4.767  0.511
H28 -2.097 -3.229 -4.916  0.398
H29 -3.585 -2.273 -4.817  0.407
H30 -3.272 -3.552 -3.630  0.356
H31 -2.578 -0.460 -1.683  0.180
H32 -3.691 -1.829 -1.852  0.252
H33 -3.795 -0.455 -2.971  0.720
H34 0.214 -3.930 -3.908  0.176
H35 0.326 -5.228 -2.717  0.258
H36 1.461 -5.181 -4.075  0.544
H37 1.864 -2.000 -3.799  0.187
H38 3.114 -3.187 -4.216  0.487
H39 3.316 -2.149 -2.796  0.136
H40 2.368 -5.539 -1.423  0.399
H41 3.385 -4.154 -1.037  0.092
H42 3.620 -5.028 -2.563  0.462
N4 3.213 5.039 1.025  -0.438
C30 2.420 3.951 0.937  0.790
C31 1.923 3.503 -0.299  -1.064
C32 1.165 2.362 -0.346  -0.764
N5 0.870 1.638 0.747  1.682
C33 1.332 2.064 1.931  -0.575
C34 2.091 3.193 2.074  -1.198
H43 3.345 5.638 0.229  0.221
H44 3.479 5.403 1.924  0.224
H45 2.126 4.053 -1.208  0.537
H46 0.772 1.988 -1.283  0.479
H47 1.061 1.467 2.794  0.351
H48 2.416 3.504 3.058  0.514